{
  "formula": "C30H55NO24",
  "method": "ωB97M-V/def2-TZVPD",
  "elements": ["C", "C", "C", "O", "C", "O", "O", "H", "H", "H", "H", "H", "H", "C", "C", "C", "O", "C", "O", "O", "H", "H", "H", "H", "H", "H", "C", "O", "C", "O", "O", "C", "H", "H", "H", "H", "H", "H", "C", "O", "C", "O", "O", "C", "H", "H", "H", "H", "H", "H", "C", "O", "C", "O", "O", "C", "H", "H", "H", "H", "H", "H", "C", "O", "C", "O", "O", "C", "H", "H", "H", "H", "H", "H", "C", "O", "C", "O", "O", "C", "H", "H", "H", "H", "H", "H", "C", "O", "C", "O", "O", "C", "H", "H", "H", "H", "H", "H", "C", "C", "C", "C", "N", "H", "H", "H", "H", "H", "H", "H"],
  "positions_angstrom": [[-2.9474, 3.4227, -1.0072], [-4.1934, 3.9263, -0.2584], [-3.9698, 4.3547, 1.1595], [-3.9565, 5.7433, 1.1085], [-4.3500, 6.1657, -0.0753], [-4.5070, 7.3199, -0.4564], [-4.5745, 5.1687, -0.8469], [-2.4463, 2.6954, -0.3500], [-2.2494, 4.2163, -1.1070], [-3.1080, 3.0305, -2.0134], [-5.0705, 3.2891, -0.2620], [-3.0225, 3.9189, 1.5787], [-4.8500, 4.0292, 1.7393], [-4.1180, -2.6763, -0.7107], [-3.6169, -3.8375, 0.2211], [-4.7231, -4.8944, 0.5511], [-4.4466, -5.9377, -0.2934], [-3.2272, -5.7544, -0.8372], [-2.6538, -6.5735, -1.5352], [-2.6905, -4.6228, -0.5642], [-3.3525, -1.9294, -0.8576], [-5.0034, -2.1921, -0.2643], [-4.4744, -3.1325, -1.6034], [-3.1941, -3.4596, 1.1229], [-5.7890, -4.6293, 0.4966], [-4.5570, -5.3698, 1.5587], [-1.2109, 7.6374, 0.0664], [-1.0119, 6.1890, -0.0111], [-0.5304, 5.5907, 1.1381], [-0.3463, 6.2428, 2.4261], [-0.2116, 4.3797, 0.9527], [-0.0475, 3.4647, 2.0600], [-1.7611, 7.9108, -0.8421], [-0.2922, 8.1510, 0.2500], [-1.7872, 7.8400, 0.9572], [0.6468, 3.9159, 2.8507], [0.4379, 2.6273, 1.5291], [-0.9523, 3.1277, 2.4013], [8.1079, -1.1760, -1.2027], [7.3153, -0.0693, -1.5086], [6.0971, -0.0881, -1.1951], [5.5206, -1.2160, -0.4217], [5.2980, 0.9471, -1.6007], [3.9629, 1.1667, -1.0777], [7.7239, -2.1140, -1.6390], [8.1684, -1.2958, -0.0818], [9.1640, -1.1548, -1.5295], [3.8054, 2.2170, -0.9313], [3.8968, 0.8140, -0.0371], [3.2285, 0.6414, -1.6326], [1.3498, -1.5397, 0.9530], [0.5049, -0.4385, 0.7977], [-0.7567, -0.5328, 1.2379], [-1.2488, -1.7046, 1.8956], [-1.4621, 0.5565, 1.0332], [-2.7418, 0.5944, 1.4593], [1.3946, -2.0235, 1.9322], [2.3062, -1.3034, 0.6500], [1.0470, -2.2977, 0.2659], [-3.3146, 1.3566, 0.9564], [-2.7392, 0.8613, 2.4964], [-3.3171, -0.3582, 1.3524], [3.5714, -2.8258, -2.2537], [2.4380, -3.5133, -2.5315], [2.2313, -4.6015, -1.8686], [2.9219, -4.9359, -0.6754], [1.1956, -5.3358, -2.4020], [0.7257, -6.5650, -1.8583], [4.5364, -3.2655, -2.5737], [3.6715, -2.6169, -1.2563], [3.5423, -1.8783, -2.7692], [0.0386, -6.3872, -1.0347], [1.4967, -7.2512, -1.4025], [0.2637, -7.2259, -2.5594], [-1.0153, -2.3758, -2.3653], [-0.2335, -1.2441, -2.7770], [-0.4967, -0.0555, -2.3591], [-1.7484, 0.2645, -1.7738], [0.5128, 0.8835, -2.4136], [0.2723, 2.1215, -1.8002], [-0.6433, -3.2902, -2.7306], [-2.0431, -2.2996, -2.7015], [-1.1292, -2.4786, -1.2944], [1.1202, 2.7709, -1.8724], [0.1432, 1.9489, -0.7522], [-0.6259, 2.7086, -2.1795], [2.1867, 6.0508, -1.8223], [2.2819, 4.8646, -1.0462], [2.6047, 4.8570, 0.2404], [2.7105, 6.1013, 0.8784], [2.9684, 3.7457, 0.8970], [3.6227, 3.8557, 2.1791], [1.7565, 5.6401, -2.7469], [3.1985, 6.4025, -2.0652], [1.6016, 6.8626, -1.3459], [4.1787, 2.9739, 2.4168], [2.9484, 4.0621, 2.9884], [4.3819, 4.6121, 2.2181], [-0.0711, -4.9188, 1.3475], [-0.3243, -5.0792, 2.8459], [-1.6955, -5.6774, 3.2067], [-1.8561, -5.7886, 4.6632], [-2.0633, -5.9055, 5.7861], [-0.4031, -5.8165, 0.8644], [0.9780, -4.7694, 1.1610], [-0.6357, -4.1312, 0.9422], [-0.1839, -4.0847, 3.3219], [0.3939, -5.8592, 3.1495], [-1.8707, -6.6629, 2.8278], [-2.6078, -5.0774, 2.8528]],
  "forces_ev_per_a": [[-0.6313, -0.8376, 0.9703], [0.5881, -0.0544, -1.2750], [0.2608, -1.5856, 1.2041], [0.8865, 1.2971, 1.7379], [-0.4583, 3.9927, -1.0199], [0.5607, -1.7732, 1.4292], [-1.0710, -2.0510, -2.4560], [-0.1445, -0.1517, -0.6390], [0.5359, 1.0497, 0.0466], [-0.3291, -0.2312, 0.3426], [0.1195, -0.4182, -0.5842], [-0.8503, 0.7128, -0.1437], [0.5702, 0.1560, 0.2869], [-0.3592, -0.7356, 2.0919], [-2.1185, 0.9052, -1.3645], [0.2893, 0.3075, 2.5467], [0.5720, -1.1892, -2.0367], [0.6977, -4.0528, -2.3928], [-1.1550, 0.7637, 0.9766], [0.3546, 2.6295, 1.6532], [0.1834, 0.1218, -0.2713], [0.4033, -0.0946, 0.0685], [-0.0253, -0.1770, -1.0569], [0.8468, 0.2117, 0.4631], [0.5241, 0.3952, -0.2750], [-0.2495, 1.0893, -0.3667], [-0.8090, -0.6803, 0.5110], [1.3086, -0.8915, 2.2117], [0.1626, 6.7693, 6.4276], [-1.5386, -3.8089, -8.0798], [-0.3023, -1.6189, -0.7858], [4.1102, 0.8401, -0.7714], [0.3982, -0.0731, 0.3494], [0.8505, 0.1414, -0.4572], [-0.5192, 0.0136, 0.0436], [-1.3332, -0.6041, -1.1057], [-0.0273, 0.2145, 0.6583], [-2.3403, -0.3549, 1.0946], [1.3380, -2.7317, 1.9814], [1.0254, 1.9126, -1.6175], [-7.4409, -5.6433, 5.0142], [3.2551, 6.6802, -4.4889], [2.3417, -1.0628, 0.1902], [1.1024, -0.9142, 2.2027], [-0.3364, 0.5815, 0.3150], [-0.3730, 0.0251, -1.1912], [-0.7508, 1.1906, -0.3375], [0.0617, 0.6167, -0.8887], [0.2535, -0.4127, -0.3499], [-0.5711, -0.2102, -0.8599], [-0.8405, -2.2321, 0.5348], [-2.3230, 1.5960, 0.6707], [-1.6888, -6.5965, 3.4181], [2.7457, 6.9900, -4.0558], [3.4700, -0.8122, -1.1847], [-3.4560, -0.9518, 1.1923], [-0.4125, 0.5991, 0.1117], [2.0485, 1.1968, -0.4781], [-0.4622, -0.7637, -0.4678], [0.2548, 0.2629, -0.5576], [-0.1877, -0.0028, 0.8694], [0.8172, 0.5700, -0.0174], [3.0650, 1.7258, -1.2743], [-2.1485, -1.7975, -1.3859], [1.7616, -4.1456, 7.0975], [-4.1908, 1.8062, -7.3428], [1.8191, 1.5336, -0.0307], [1.2408, -1.3361, 2.5092], [-0.7715, -0.5098, 0.0384], [0.2108, 0.3603, 2.5823], [-0.4148, 0.2791, -0.3110], [-0.1787, 0.2763, -0.3086], [-0.0162, 1.2980, -0.4858], [-0.4777, 0.5427, -1.1380], [-1.8885, 0.6901, 0.5920], [1.5840, -0.0073, -0.3384], [-6.6400, 3.5816, 4.4424], [7.1922, -1.7770, -3.3944], [-1.2692, -3.0881, -1.3012], [-1.8703, 1.5081, 0.3841], [1.1817, -0.6356, -0.7762], [-0.0582, 0.3897, -0.4152], [0.5640, 0.4591, 0.4581], [0.7847, -0.0766, -0.5979], [-0.4200, -0.0615, 0.7209], [1.0300, -1.1655, 0.2181], [0.1209, 0.5287, -0.4406], [0.2829, -2.9977, 1.8431], [1.7745, 9.1391, 4.1838], [-0.7175, -7.2159, -3.4131], [-0.6533, -0.0103, -1.8684], [0.2272, 0.8132, 0.2303], [-0.1603, 0.6388, 0.2931], [-0.2526, 0.0216, 0.3157], [0.2665, -0.7595, -0.2253], [-0.2393, -1.1260, -0.5057], [-0.6673, 0.1146, 0.0543], [0.0417, 0.8452, -0.5490], [-0.2285, -0.7639, 1.0336], [0.1604, -0.1873, -0.4296], [-1.2615, 1.6514, 0.2624], [-0.2981, -0.0330, -0.1030], [0.1538, 0.0534, 0.0605], [0.0329, -0.6154, -0.4608], [0.4215, 0.0324, -0.2051], [-0.6683, 1.2386, -0.5328], [0.0458, -0.9014, 0.1364], [0.0310, 0.7394, 0.5432], [0.2674, -0.6985, -0.5372], [1.3990, -0.4720, 0.3338]],
  "charge": 0,
  "e_lumo_ev": 0.15,
  "homo_lumo_gap_ev": 10.20,
  "homo_energy_ev": -10.048,
  "e_above_lowest_ev": 2.724,
  "smiles": "C[C@H]1COC(=O)O1.C[C@H]1COC(=O)O1.COC(=O)OC.COC(=O)OC.COC(=O)OC.COC(=O)OC.COC(=O)OC.COC(=O)OC.CCCC#N"
}